i | This record from the Open Molecules 2025 dataset describes a structure of composition C20H45AsF6HfN3S2SbSi3. The level of theory is the ωB97M-V functional and the def2-TZVPD basis.

Computed properties:
* total charge: +3
* orbital gap (spin up / spin down): 7.748 / 3.810 eV
* expectation value of S²: 0.76
* 2S+1: 2

Each line ends with the Löwdin spin population.
Atoms and positions in Å:
1 Hf -0.324 0.296 0.976  -0.0011
2 C 0.998 -2.817 -4.081  0.0000
3 Si 1.212 -0.534 -1.879  0.0002
4 C 2.863 -0.752 -2.725  0.0000
5 C 0.502 1.186 -2.228  0.0013
6 C 1.344 -0.711 -0.012  0.0008
7 Si 1.388 -2.545 0.635  0.0001
8 C -0.317 -3.326 0.584  0.0001
9 C 2.556 -3.571 -0.401  0.0000
10 C 1.903 -2.610 2.441  0.0004
11 Si 2.882 0.184 0.597  0.0001
12 C 4.500 -0.741 0.604  0.0001
13 C 3.160 1.884 -0.164  0.0000
14 C 2.411 0.602 2.408  0.0021
15 C 3.324 1.021 3.368  0.0031
16 C 2.912 1.242 4.674  0.0031
17 C 1.575 1.052 5.008  0.0004
18 C 0.696 0.683 4.014  0.0180
19 N 1.100 0.480 2.741  0.0369
20 H 1.336 -2.118 -4.840  0.0000
21 H 0.392 -3.591 -4.550  0.0000
22 H 1.849 -3.295 -3.604  0.0000
23 H 2.795 -0.604 -3.805  0.0000
24 H 3.262 -1.752 -2.544  0.0000
25 H 3.600 -0.035 -2.359  0.0000
26 H 0.070 1.248 -3.229  0.0001
27 H 1.287 1.943 -2.166  0.0000
28 H -0.312 1.507 -1.553  0.0010
29 H -0.679 -3.420 -0.436  0.0000
30 H -1.079 -2.826 1.188  0.0000
31 H -0.201 -4.332 0.999  0.0000
32 H 2.105 -3.807 -1.369  0.0000
33 H 2.751 -4.523 0.099  0.0000
34 H 3.519 -3.094 -0.583  0.0000
35 H 1.127 -2.239 3.115  0.0002
36 H 2.840 -2.115 2.695  0.0000
37 H 2.034 -3.671 2.677  0.0001
38 H 4.764 -1.050 -0.410  0.0000
39 H 4.485 -1.634 1.229  0.0000
40 H 5.307 -0.094 0.957  0.0000
41 H 3.449 1.847 -1.215  0.0000
42 H 3.984 2.365 0.372  0.0000
43 H 2.300 2.560 -0.094  0.0004
44 H 4.368 1.137 3.102  0.0002
45 H 3.624 1.545 5.432  0.0002
46 H 1.225 1.179 6.023  -0.0001
47 H -0.353 0.503 4.215  -0.0002
48 F -1.522 -0.649 -0.381  -0.0002
49 Sb -3.768 0.247 0.498  0.0001
50 F -1.556 -0.429 2.304  -0.0002
51 F -4.953 -1.740 -3.437  0.0000
52 F -4.310 1.405 1.917  -0.0001
53 F -2.115 1.489 0.546  0.0055
54 F -4.333 1.332 -0.937  0.0000
55 C -2.602 6.078 2.407  0.0091
56 N -1.429 5.189 2.305  0.0817
57 C -1.405 3.873 2.431  0.0587
58 S 0.011 3.144 1.655  0.7563
59 N -2.297 3.135 3.043  0.0099
60 C -3.336 3.594 3.984  0.0016
61 H -2.358 6.988 1.868  0.0003
62 H -2.820 6.328 3.443  0.0052
63 H -3.459 5.605 1.935  0.0022
64 H -0.563 5.622 2.014  0.0004
65 H -2.285 2.146 2.847  0.0000
66 H -4.195 3.998 3.455  0.0014
67 H -2.908 4.327 4.662  0.0006
68 H -3.654 2.727 4.553  0.0000
69 C -3.194 -2.819 -5.383  0.0000
70 As -3.269 -2.008 -3.664  0.0000
71 C -3.055 -3.273 -2.248  0.0000
72 C -2.742 -0.172 -3.744  0.0000
73 S -0.076 -2.011 -2.848  0.0001
74 H -3.886 -2.276 -6.025  0.0000
75 H -3.494 -3.861 -5.306  0.0000
76 H -2.184 -2.743 -5.784  0.0000
77 H -3.996 -3.823 -2.253  0.0000
78 H -2.894 -2.769 -1.299  0.0000
79 H -2.214 -3.926 -2.458  0.0000
80 H -3.610 0.339 -4.160  0.0000
81 H -1.878 -0.091 -4.396  0.0000
82 H -2.498 0.212 -2.757  0.0000

=====

ii | This record from the Open Molecules 2025 dataset describes a structure of composition C20H45AsF6HfN3S2SbSi3. The level of theory is the ωB97M-V functional and the def2-TZVPD basis.

Computed properties:
* total charge: +3
* orbital gap (spin up / spin down): 6.452 / 4.573 eV
* expectation value of S²: 0.75
* 2S+1: 2

Each line ends with the Löwdin spin population.
Atoms and positions in Å:
1 Hf -0.164 -0.434 -0.332  0.0014
2 C -2.972 -0.878 -2.615  0.0002
3 Si -2.192 -2.362 -1.694  0.0014
4 C -3.245 -3.912 -1.984  0.0007
5 C -0.392 -2.600 -2.378  0.0000
6 C -1.802 -1.844 0.139  0.0058
7 Si -1.236 -3.344 1.237  0.0003
8 C -0.026 -4.490 0.312  0.0000
9 C -2.808 -4.322 1.720  0.0000
10 C -0.483 -2.817 2.915  0.0006
11 Si -3.218 -0.784 0.895  0.0018
12 C -3.254 -0.588 2.795  0.0209
13 C -4.952 -1.342 0.356  0.0000
14 C -2.772 1.006 0.302  0.0061
15 C -3.705 2.033 0.340  0.0003
16 C -3.336 3.344 0.074  0.0013
17 C -2.004 3.604 -0.229  0.0018
18 C -1.119 2.542 -0.272  -0.0009
19 N -1.486 1.272 -0.019  0.0089
20 H -2.826 -0.974 -3.686  0.0001
21 H -2.572 0.087 -2.307  0.0000
22 H -4.046 -0.847 -2.471  0.0000
23 H -3.401 -4.072 -3.048  0.0001
24 H -4.230 -3.815 -1.540  0.0000
25 H -2.794 -4.815 -1.589  0.0000
26 H -0.181 -1.926 -3.207  0.0000
27 H -0.249 -3.603 -2.771  0.0000
28 H 0.376 -2.477 -1.602  0.0000
29 H -0.460 -4.917 -0.585  0.0000
30 H 0.222 -5.330 0.956  0.0000
31 H 0.922 -4.026 0.046  0.0000
32 H -3.316 -4.724 0.854  0.0000
33 H -3.504 -3.708 2.277  0.0000
34 H -2.516 -5.154 2.351  0.0000
35 H 0.281 -2.055 2.817  0.0003
36 H -0.018 -3.678 3.383  0.0001
37 H -1.238 -2.457 3.602  -0.0001
38 H -3.499 -1.524 3.285  0.0013
39 H -4.030 0.124 3.068  0.0008
40 H -2.313 -0.228 3.198  0.0152
41 H -5.099 -2.383 0.618  0.0000
42 H -5.152 -1.246 -0.704  0.0000
43 H -5.719 -0.784 0.883  0.0000
44 H -4.726 1.788 0.583  0.0000
45 H -4.066 4.139 0.113  0.0001
46 H -1.654 4.607 -0.422  0.0001
47 H -0.076 2.710 -0.518  0.0000
48 F 1.432 -1.461 0.865  0.0014
49 Sb 3.097 -0.250 0.266  0.0025
50 F 3.316 0.177 2.109  0.0122
51 F 1.530 1.100 0.026  0.0145
52 F 4.036 -1.874 0.201  0.0001
53 F 2.029 -0.843 -1.399  0.0001
54 F 4.126 1.009 -0.665  0.0001
55 C 1.710 -0.580 6.002  0.0052
56 N 1.257 -0.281 4.654  0.0360
57 C 0.225 0.423 4.231  0.0657
58 S 0.090 0.696 2.510  0.7476
59 N -0.744 0.950 4.962  0.0286
60 C -0.956 0.960 6.400  0.0050
61 H 2.760 -0.852 5.942  0.0001
62 H 1.160 -1.420 6.427  0.0028
63 H 1.617 0.282 6.656  0.0007
64 H 1.883 -0.594 3.924  0.0039
65 H -1.363 1.559 4.442  0.0022
66 H -0.337 1.716 6.885  0.0023
67 H -0.757 -0.015 6.835  0.0003
68 H -1.999 1.208 6.579  0.0000
69 C -0.220 2.283 -5.619  0.0000
70 As 0.492 0.666 -4.814  0.0000
71 C 2.420 0.593 -5.075  0.0000
72 C -0.284 -0.843 -5.795  0.0000
73 S -0.091 0.834 -2.734  0.0003
74 H 0.033 2.288 -6.680  0.0000
75 H 0.211 3.164 -5.141  0.0000
76 H -1.306 2.301 -5.507  0.0000
77 H 2.605 0.535 -6.151  0.0000
78 H 2.847 -0.291 -4.597  0.0000
79 H 2.889 1.496 -4.679  0.0000
80 H -0.294 -0.563 -6.848  0.0000
81 H -1.309 -1.048 -5.483  0.0000
82 H 0.332 -1.739 -5.679  0.0000

=====

The least stable of them is ii.

=====

i | This record from the Open Molecules 2025 dataset describes the ion C4H8N2 with charge +2. The level of theory is the ωB97M-V functional and the def2-TZVPD basis.

Computed properties:
* total charge: +2
* orbital gap: 12.680 eV
* 2S+1: 1

Each line ends with the natural charge from an NBO analysis.
Atoms and positions in Å:
1 N 2.977 -0.040 0.010  -0.7114
2 C 1.554 -0.029 -0.168  0.1450
3 C 0.431 0.309 -0.347  0.2453
4 N -1.065 0.422 -0.493  -0.4164
5 C -1.988 0.187 0.673  -0.1533
6 C -2.033 -0.658 -0.526  -0.2080
7 H 3.446 0.708 -0.430  0.4877
8 H 3.357 -1.005 -0.399  0.5052
9 H 3.235 -0.202 1.010  0.4976
10 H -1.206 1.103 -1.312  0.5042
11 H -2.814 0.820 0.809  0.2753
12 H -1.482 -0.130 1.560  0.2675
13 H -1.821 -1.700 -0.299  0.2812
14 H -2.628 -0.467 -1.452  0.2802

=====

ii | This record from the Open Molecules 2025 dataset describes the ion C4H8N2 with charge +2. The level of theory is the ωB97M-V functional and the def2-TZVPD basis.

Computed properties:
* total charge: +2
* orbital gap (spin up / spin down): 7.009 / 7.002 eV
* 2S+1: 1

Each line ends with the natural charge from an NBO analysis.
Atoms and positions in Å:
1 C 1.025 -1.686 0.024  0.7111
2 C 0.040 0.564 -0.256  0.3855
3 C 1.789 -2.833 0.114  -0.8556
4 C -0.849 1.356 0.421  -0.3989
5 N 0.477 -0.600 -0.092  -0.3544
6 N -1.558 2.374 -0.476  -0.6755
7 H 1.752 -3.403 1.141  0.3504
8 H 2.922 -2.781 -0.325  0.4077
9 H 1.567 -3.554 -0.707  0.3856
10 H -0.452 2.050 1.152  0.3238
11 H -1.570 0.674 0.941  0.3002
12 H -1.960 1.955 -1.344  0.4723
13 H -0.919 3.137 -0.807  0.4740
14 H -2.263 2.745 0.213  0.4737

=====

The least stable of them is ii.

=====

i | This record from the Open Molecules 2025 dataset describes a structure of composition CH3N5O. The level of theory is the ωB97M-V functional and the def2-TZVPD basis.

Computed properties:
* orbital gap: 9.705 eV
* 2S+1: 1

Each line ends with the natural charge from an NBO analysis.
Atoms and positions in Å:
1 C 0.627 0.569 -0.067  0.6179
2 H -2.225 0.634 1.302  0.3592
3 H -2.507 1.413 -0.522  0.4216
4 H 1.975 1.720 0.252  0.3568
5 N -1.797 0.558 0.013  -0.6931
6 N -0.659 0.073 -0.385  -0.1350
7 N -0.670 -1.146 0.090  0.0034
8 N 0.424 -1.632 0.191  0.1285
9 N 1.003 1.766 0.170  -0.6711
10 O 1.361 -0.564 -0.147  -0.3883

=====

ii | This record from the Open Molecules 2025 dataset describes an isolated molecule of CH3N5O. The level of theory is the ωB97M-V functional and the def2-TZVPD basis.

Computed properties:
* orbital gap: 9.381 eV
* 2S+1: 1

Each line ends with the natural charge from an NBO analysis.
Atoms and positions in Å:
1 O -0.451 -2.317 -0.604  -0.5601
2 N -0.922 -1.041 -0.859  -0.1972
3 C -0.336 -0.131 -0.209  0.3942
4 N -0.679 1.253 -0.277  -0.1696
5 N 0.100 1.883 0.409  0.0338
6 N 1.183 1.149 0.885  -0.2862
7 N 0.832 -0.175 0.590  -0.4990
8 H -0.944 -2.765 -1.318  0.4861
9 H 1.308 1.371 1.881  0.3820
10 H 1.659 -0.776 0.284  0.4161

=====

The least stable of them is i.

=====

i | This record from the Open Molecules 2025 dataset describes the ion C5H10N3 with charge +1. The level of theory is the ωB97M-V functional and the def2-TZVPD basis.

Computed properties:
* total charge: +1
* orbital gap: 10.157 eV
* 2S+1: 1

Each line ends with the natural charge from an NBO analysis.
Atoms and positions in Å:
1 C -2.513 -0.283 -0.111  -0.5997
2 C -1.061 -1.171 0.186  -0.1593
3 N 0.291 -0.288 -0.170  -0.1639
4 C 1.281 -0.871 -0.936  0.0610
5 C 2.446 -0.086 -0.828  -0.3236
6 C 2.171 0.926 -0.035  0.0309
7 N 0.888 0.883 0.360  0.0206
8 N 0.140 1.833 1.002  -0.6054
9 H -2.361 0.373 -0.886  0.2240
10 H -3.272 -0.873 -0.528  0.2460
11 H -2.810 0.178 0.806  0.2180
12 H -0.948 -1.955 -0.589  0.2283
13 H -0.978 -1.562 1.164  0.2264
14 H 0.888 -1.786 -1.464  0.2557
15 H 3.278 -0.506 -1.394  0.2821
16 H 2.980 1.603 0.375  0.2800
17 H 0.416 1.912 1.995  0.3852
18 H -0.838 1.671 1.051  0.3937

=====

ii | This record from the Open Molecules 2025 dataset describes the ion C5H10N3 with charge +1. The level of theory is the ωB97M-V functional and the def2-TZVPD basis.

Computed properties:
* total charge: +1
* orbital gap: 9.539 eV
* 2S+1: 1

Each line ends with the natural charge from an NBO analysis.
Atoms and positions in Å:
1 C 1.910 -0.592 0.332  -0.4348
2 N 0.935 -0.025 -0.554  -0.5805
3 C 0.746 1.310 -0.535  -0.0396
4 C -0.481 1.834 -0.479  -0.0191
5 N -1.452 0.851 -0.033  -0.3559
6 C -1.439 0.110 1.264  -0.2505
7 C -1.152 -0.468 -0.009  0.5325
8 N -1.366 -1.541 -0.779  -0.7667
9 H 1.574 -0.191 1.318  0.2057
10 H 2.123 -1.674 0.360  0.2457
11 H 2.922 -0.241 0.136  0.2177
12 H 0.703 -0.618 -1.375  0.4092
13 H 1.566 2.022 -0.703  0.2321
14 H -0.702 2.909 -0.600  0.2640
15 H -2.335 -0.112 1.717  0.2303
16 H -0.767 0.445 2.175  0.2500
17 H -1.725 -2.481 -0.493  0.4506
18 H -1.060 -1.537 -1.740  0.4094

=====

iii | This record from the Open Molecules 2025 dataset describes the ion C5H10N3 with charge +1. The level of theory is the ωB97M-V functional and the def2-TZVPD basis.

Computed properties:
* total charge: +1
* orbital gap: 10.138 eV
* 2S+1: 1

Each line ends with the natural charge from an NBO analysis.
Atoms and positions in Å:
1 H -2.364 -1.629 -2.057  0.3786
2 N -2.489 -0.850 -1.476  -0.5831
3 C -1.625 -0.376 -0.746  0.3693
4 C -1.790 0.558 0.293  -0.1878
5 C -0.628 0.801 0.913  -0.0256
6 N 0.480 0.116 0.241  -0.0702
7 C 1.238 -0.731 1.169  -0.4352
8 C 1.361 1.026 -0.511  -0.3964
9 N -0.222 -0.690 -0.654  -0.4986
10 H -2.793 0.995 0.574  0.2939
11 H -0.306 1.616 1.572  0.2591
12 H 1.756 -0.132 1.954  0.2551
13 H 0.656 -1.563 1.416  0.2500
14 H 2.013 -1.357 0.659  0.2437
15 H 0.636 1.768 -1.004  0.2429
16 H 2.088 1.516 0.013  0.2349
17 H 1.820 0.468 -1.264  0.2360
18 H 0.168 -1.536 -1.092  0.4334

=====

The least stable of them is ii.